Entry a
Below is an isolated ion of composition C5H9N2S and charge +1, with properties calculated with ωB97M-V/def2-TZVPD.

Its frontier orbital gap is 7.966 eV. The calculation puts the LUMO energy at -5.338 eV. The HOMO energy is -13.3044 eV. As for the net charge: +1. The structure (SMILES) is [NH2+]=C1NCCCC1=S.

Element x y z (Å)
1 C 1.56 0.26 0.24
2 C 1.05 -1.13 0.04
3 C 0.68 1.45 0.64
4 C -0.48 1.40 -0.37
5 C -1.22 0.01 -0.12
6 N -0.26 -1.17 -0.08
7 N 1.88 -2.14 0.26
8 S 3.06 0.63 -0.26
9 H 0.14 1.40 1.59
10 H 1.31 2.27 0.65
11 H -1.34 2.11 -0.23
12 H -0.02 1.42 -1.36
13 H -1.88 0.01 0.72
14 H -1.79 -0.06 -0.97
15 H -0.68 -2.09 -0.10
16 H 2.85 -1.99 0.18
17 H 1.68 -3.12 0.34

Entry b
Below is an isolated ion of composition C5H9N2S and charge +1, with properties calculated with ωB97M-V/def2-TZVPD.

Its frontier orbital gap is 10.027 eV. The calculation puts the LUMO energy at -4.683 eV. The HOMO energy is -14.7101 eV. As for the net charge: +1.

Element x y z (Å)
1 C 0.59 0.14 -0.44
2 C -1.62 0.16 -0.22
3 C 1.83 0.55 -1.17
4 C -2.99 0.43 -0.54
5 C 1.60 -0.88 1.65
6 N -0.56 0.47 -0.92
7 N 0.49 -0.49 0.76
8 S -1.09 -0.72 1.21
9 H 2.25 1.44 -0.51
10 H 2.58 -0.28 -1.16
11 H 1.44 0.79 -2.18
12 H -3.09 1.43 -1.06
13 H -3.29 -0.28 -1.26
14 H -3.68 0.38 0.26
15 H 1.50 -1.91 1.80
16 H 2.55 -0.69 1.12
17 H 1.47 -0.55 2.66

Structures ranked by computed energy, the most stable listed first: entry b, entry a.

Entry a
Below is a 2-piece molecular cluster, C2H8N overall, with properties calculated with ωB97M-V/def2-TZVPD.

Its frontier orbital gap (alpha / beta) is 12.518 / 9.587 eV. The expectation value of S² is 0.7518. The calculation puts the LUMO energy (alpha / beta) at -11.156 / -14.973 eV. The HOMO energy (alpha / beta) is -23.6734 / -24.5605 eV. As for the multiplicity: 2. As for the net charge: +2.

Element x y z (Å)
1 N -1.73 -0.08 -0.24
2 H -2.37 -0.79 -0.48
3 H -1.35 -0.19 0.66
4 H -2.12 0.82 -0.23
5 H -0.84 0.01 -0.75
6 C 1.13 0.60 0.53
7 C 1.68 -0.49 -0.17
8 H 0.83 0.48 1.63
9 H 1.07 1.52 0.07
10 H 1.79 -1.52 0.22
11 H 1.91 -0.37 -1.24

Entry b
Below is a 2-piece molecular cluster, C2H8N overall, with properties calculated with ωB97M-V/def2-TZVPD.

Its frontier orbital gap (alpha / beta) is 9.254 / 6.376 eV. The expectation value of S² is 0.7528. The calculation puts the LUMO energy (alpha / beta) at -14.520 / -17.249 eV. The HOMO energy (alpha / beta) is -23.7743 / -23.6250 eV. As for the multiplicity: 2. As for the net charge: +2.

Element x y z (Å)
1 C -2.16 -0.02 -0.80
2 N 0.84 -0.53 0.11
3 C 1.56 0.55 0.78
4 H -2.37 0.91 -1.41
5 H -2.23 -0.89 -1.57
6 H -2.83 -0.19 0.06
7 H 1.36 -1.37 0.31
8 H -1.10 -0.04 -0.44
9 H 1.34 0.86 -0.27
10 H 1.00 0.89 1.64
11 H 2.58 0.36 1.03

Structures ranked by computed energy, the most stable listed first: entry a, entry b.

Entry a
Below is a 3-piece molecular cluster, C2H11N2O2 overall, with properties calculated with ωB97M-V/def2-TZVPD.

Its frontier orbital gap (alpha / beta) is 3.327 / 7.143 eV. The expectation value of S² is 0.7550. The calculation puts the LUMO energy (alpha / beta) at 0.818 / 0.672 eV. The HOMO energy (alpha / beta) is -2.5086 / -6.4701 eV. As for the multiplicity: 2.

Element x y z (Å)
1 C -0.33 -0.20 -0.10
2 C -1.05 -0.28 1.09
3 N -2.41 -0.77 0.99
4 N 0.88 0.41 -0.31
5 H -0.76 -0.65 -1.01
6 H -0.68 -0.05 2.09
7 H -2.44 -1.64 0.41
8 H -2.76 -0.91 1.94
9 H -3.08 -0.07 0.61
10 H 1.61 0.39 0.39
11 H 1.13 0.56 -1.28
12 H 1.81 0.05 2.81
13 H 3.14 0.35 2.21
14 O 2.30 -0.05 1.99
15 H 0.84 0.47 -4.54
16 H 0.89 1.68 -3.67
17 O 0.91 0.72 -3.62

Entry b
Below is a 3-piece molecular cluster, C2H11N2O2 overall, with properties calculated with ωB97M-V/def2-TZVPD.

Its frontier orbital gap (alpha / beta) is 3.856 / 9.094 eV. The expectation value of S² is 0.7514. The calculation puts the LUMO energy (alpha / beta) at 0.933 / 0.671 eV. The HOMO energy (alpha / beta) is -2.9226 / -8.4230 eV. As for the multiplicity: 2.

Element x y z (Å)
1 C 0.73 0.23 0.57
2 C 1.48 0.47 -0.52
3 N 2.65 1.19 -0.60
4 N -0.70 -0.10 0.49
5 H 1.13 0.31 1.58
6 H 1.06 0.26 -1.49
7 H 3.09 1.45 -1.46
8 H 3.06 1.64 0.19
9 H -1.22 0.03 1.40
10 H -0.78 -1.09 0.17
11 H -1.14 0.42 -0.29
12 H 0.41 -2.56 1.07
13 H 0.12 -3.68 0.07
14 O -0.31 -3.02 0.62
15 H -3.92 1.54 -0.54
16 H -2.60 1.83 -0.83
17 O -3.07 1.07 -0.43

Structures ranked by computed energy, the most stable listed first: entry b, entry a.

Entry a
Below is an isolated molecule of C6H9Cl, with properties calculated with ωB97M-V/def2-TZVPD.

Its frontier orbital gap is 9.375 eV. The calculation puts the LUMO energy at 0.883 eV. The HOMO energy is -8.4919 eV. The structure (SMILES) is CC[C@]12C[C@]1(Cl)C2.

Element x y z (Å)
1 C 0.95 1.02 -1.08
2 C 0.83 0.97 1.17
3 C 0.13 0.35 0.01
4 C 1.67 0.53 0.04
5 C -1.98 -0.79 0.08
6 C -0.49 -0.94 -0.15
7 Cl 2.95 -0.67 -0.02
8 H 1.03 0.25 -1.98
9 H 1.07 2.15 -1.29
10 H 0.62 2.10 1.23
11 H 0.89 0.33 2.05
12 H -2.55 -1.82 0.37
13 H -2.57 -0.46 -0.87
14 H -2.10 0.00 0.92
15 H -0.32 -1.38 -1.08
16 H -0.12 -1.66 0.59

Entry b
Below is an isolated molecule of C6H9Cl, with properties calculated with ωB97M-V/def2-TZVPD.

Its frontier orbital gap is 9.963 eV. The calculation puts the LUMO energy at 1.038 eV. The HOMO energy is -8.9245 eV. The structure (SMILES) is ClC1[C@H]2CCC[C@H]12.

Element x y z (Å)
1 C -1.58 -1.12 0.50
2 C -0.51 -0.19 0.94
3 C 1.13 0.21 1.05
4 C 1.24 0.87 -0.46
5 C -0.11 0.57 -1.28
6 C -0.57 -0.64 -0.50
7 H -2.47 -0.62 0.62
8 H -0.97 0.85 0.80
9 H 1.67 -0.71 1.56
10 H 1.09 0.94 1.84
11 H 1.50 1.91 -0.34
12 H 2.05 0.34 -1.10
13 H 0.12 0.40 -2.32
14 H -0.82 1.40 -1.41
15 H 0.09 -1.54 -0.70
16 Cl -1.86 -2.68 0.80

Structures ranked by computed energy, the most stable listed first: entry a, entry b.

Entry a
Below is a 14-piece molecular cluster, C5H41N2O14 overall, with properties calculated with ωB97M-V/def2-TZVPD.

Its frontier orbital gap is 10.657 eV. The calculation puts the LUMO energy at -2.280 eV. The HOMO energy is -12.9364 eV. As for the net charge: +1.

Element x y z (Å)
1 C 2.60 -1.36 2.26
2 N 1.75 -0.17 2.02
3 C 0.30 -0.43 2.66
4 C -0.56 0.87 2.65
5 O -1.19 0.81 1.32
6 C 2.53 -2.22 0.94
7 N 2.28 -1.43 -0.36
8 C 3.61 -1.23 -1.12
9 H 3.69 -1.01 2.23
10 H 2.42 -2.00 3.19
11 H 2.15 0.66 2.44
12 H -0.31 -1.33 2.31
13 H 0.40 -0.61 3.68
14 H -1.31 0.78 3.47
15 H 0.03 1.81 2.63
16 H -2.18 0.85 1.35
17 H 1.72 -3.11 0.82
18 H 3.52 -2.77 0.90
19 H 1.62 -2.01 -0.86
20 H 1.88 -0.49 -0.03
21 H 3.71 -2.05 -1.78
22 H 4.46 -1.19 -0.36
23 H 3.67 -0.31 -1.80
24 H -1.49 3.15 -1.86
25 H -2.08 4.59 -1.92
26 O -2.22 3.67 -2.26
27 H -1.72 -2.73 -2.35
28 H -0.73 -3.59 -3.16
29 O -0.71 -2.83 -2.58
30 H 1.71 -4.83 -1.76
31 H 0.82 -3.72 -1.93
32 O 1.50 -4.05 -1.50
33 H -3.54 0.30 -3.74
34 H -2.25 0.82 -3.28
35 O -2.62 0.04 -3.82
36 H 4.18 2.22 2.26
37 H 3.15 2.74 3.40
38 O 3.64 1.98 3.06
39 H -3.51 -0.15 0.35
40 H -2.12 -0.52 -0.04
41 O -3.02 -0.53 -0.33
42 H -3.51 -3.31 -1.27
43 H -3.58 -1.92 -1.57
44 O -3.35 -2.69 -1.95
45 H -0.23 4.47 1.20
46 H 0.17 3.54 2.21
47 O 0.39 4.13 1.58
48 H -3.33 1.23 -0.75
49 H -3.32 2.87 -1.34
50 O -3.23 2.19 -0.51
51 H -0.98 1.29 -0.60
52 H 0.40 1.90 -1.19
53 O -0.45 1.54 -1.30
54 H 1.76 3.39 0.88
55 H 2.17 1.79 0.61
56 O 2.40 2.74 0.41
57 H 0.44 -1.93 -2.92
58 H 0.92 -0.49 -3.03
59 O 1.30 -1.27 -2.86
60 H -4.39 1.30 1.39
61 H -5.14 0.22 2.12
62 O -4.19 0.39 1.80

Entry b
Below is a 15-piece molecular cluster, C5H41N2O14 overall, with properties calculated with ωB97M-V/def2-TZVPD.

Its frontier orbital gap is 8.308 eV. The calculation puts the LUMO energy at -2.496 eV. The HOMO energy is -10.8034 eV. As for the net charge: +1.

Element x y z (Å)
1 C 2.52 0.99 1.92
2 C 1.78 -0.04 1.16
3 C 0.76 0.58 0.13
4 C 0.04 -0.64 -0.64
5 C -1.29 -0.84 -0.46
6 N 0.82 -1.66 -1.25
7 N 0.89 -0.80 2.20
8 H 1.98 1.90 2.10
9 H 3.04 0.85 2.89
10 H 3.38 1.42 1.27
11 H 2.56 -0.75 0.73
12 H 1.23 1.16 -0.70
13 H -0.10 1.11 0.63
14 H -1.91 -0.03 -0.05
15 H -1.77 -1.74 -0.76
16 H 1.71 -1.36 -1.28
17 H 0.31 -2.16 -2.05
18 H 1.41 -1.67 2.57
19 H 0.08 -1.24 1.67
20 H 0.66 -0.21 3.04
21 H -1.85 -1.88 4.68
22 H -1.68 -0.94 3.58
23 O -2.12 -1.05 4.41
24 H 3.93 -2.87 3.36
25 H 2.94 -2.69 1.99
26 O 3.22 -2.51 2.83
27 H -0.26 1.86 3.19
28 H -0.72 0.94 4.23
29 O 0.18 1.23 3.81
30 H -4.47 -0.50 -1.63
31 H -4.24 -0.45 -0.16
32 O -3.73 -0.42 -0.99
33 H -2.13 2.25 -2.20
34 H -3.23 3.25 -2.00
35 O -2.29 3.01 -1.83
36 H 4.94 1.19 -1.72
37 H 4.79 -0.08 -1.35
38 O 4.48 0.79 -1.05
39 H -0.81 0.31 -4.59
40 H -1.64 -0.88 -5.18
41 O -0.80 -0.54 -5.06
42 H 1.64 -4.21 0.45
43 H 2.12 -2.80 -0.23
44 O 2.28 -3.44 0.59
45 H 2.23 -1.71 -3.98
46 H 0.93 -1.25 -4.17
47 O 1.57 -1.40 -3.48
48 H 0.28 4.96 -2.86
49 H -1.18 4.46 -2.57
50 O -0.23 4.17 -2.59
51 H -2.93 -3.62 0.71
52 H -3.18 -3.05 -0.45
53 O -2.57 -3.70 -0.12
54 H -1.16 0.56 -1.95
55 H -0.38 1.87 -2.51
56 O -0.70 1.04 -2.73
57 H -3.47 0.58 3.26
58 H -2.95 1.84 3.15
59 O -2.77 0.95 2.74
60 H -1.44 3.18 -0.24
61 H -0.15 3.64 -0.57
62 O -0.55 3.02 0.10

Structures ranked by computed energy, the most stable listed first: entry b, entry a.

Entry a
Below is an isolated molecule of C4H9FS, with properties calculated with ωB97M-V/def2-TZVPD.

Its frontier orbital gap is 9.462 eV. The calculation puts the LUMO energy at 0.896 eV. The HOMO energy is -8.5668 eV. The structure (SMILES) is CS[C@H](C)CF.

Element x y z (Å)
1 C 1.84 -0.75 0.57
2 C -0.48 0.15 -0.81
3 C -0.49 1.54 -0.20
4 C -1.20 -0.80 0.11
5 H 1.88 -1.72 0.99
6 H 2.91 -0.45 0.59
7 H 1.36 -0.03 1.15
8 H -0.98 0.24 -1.83
9 H -1.55 1.82 0.01
10 H -0.02 1.45 0.79
11 H -0.09 2.45 -0.81
12 H -1.00 -0.65 1.20
13 H -2.28 -0.59 -0.09
14 F -1.06 -2.12 -0.49
15 S 1.17 -0.53 -1.18

Entry b
Below is an isolated molecule of C4H9FS, with properties calculated with ωB97M-V/def2-TZVPD.

Its frontier orbital gap is 9.515 eV. The calculation puts the LUMO energy at 0.965 eV. The HOMO energy is -8.5498 eV. The structure (SMILES) is CCSCCF.

Element x y z (Å)
1 C 1.95 -0.36 1.64
2 C 1.25 -0.42 0.32
3 C -0.96 0.89 -1.18
4 C -2.16 -0.01 -0.85
5 H 2.37 0.61 1.82
6 H 2.77 -1.15 1.65
7 H 1.23 -0.50 2.57
8 H 0.56 -1.19 0.17
9 H 1.89 -0.42 -0.50
10 H -1.28 1.94 -1.42
11 H -0.47 0.49 -2.02
12 H -2.99 0.23 -1.49
13 H -2.56 0.10 0.22
14 F -1.90 -1.33 -1.04
15 S 0.29 1.13 0.10

Structures ranked by computed energy, the most stable listed first: entry b, entry a.

Entry a
Below is an isolated ion of composition C2H6N5 and charge +1, with properties calculated with ωB97M-V/def2-TZVPD.

Its frontier orbital gap (alpha / beta) is 10.567 / 10.568 eV. The calculation puts the LUMO energy (alpha / beta) at -4.959 / -4.959 eV. The HOMO energy (alpha / beta) is -15.5264 / -15.5269 eV. As for the net charge: +1. The structure (SMILES) is C[n+]1ncnn1N.

Element x y z (Å)
1 C 2.13 0.35 0.05
2 C -1.36 1.12 -0.02
3 N 1.59 -0.89 0.05
4 N 1.34 1.34 -0.04
5 N 0.31 -0.72 -0.02
6 N -0.09 0.51 -0.11
7 N -0.49 -1.76 -0.07
8 H 3.20 0.47 0.13
9 H -1.27 2.15 -0.36
10 H -2.10 0.61 -0.64
11 H -1.71 1.14 1.02
12 H -0.07 -2.68 0.01
13 H -1.49 -1.63 -0.01

Entry b
Below is an isolated ion of composition C2H6N5 and charge +1, with properties calculated with ωB97M-V/def2-TZVPD.

Its frontier orbital gap is 11.298 eV. The calculation puts the LUMO energy at -4.004 eV. The HOMO energy is -15.3021 eV. As for the net charge: +1. The structure (SMILES) is [NH3+]Cn1ncnn1.

Element x y z (Å)
1 C -0.79 -0.13 -0.74
2 C 2.14 1.02 0.62
3 N 0.52 0.44 -0.46
4 N 0.85 1.06 0.65
5 N 1.56 -0.18 -1.03
6 N 2.58 0.26 -0.40
7 N -1.46 0.15 0.56
8 H -1.33 0.36 -1.41
9 H -0.51 -1.23 -0.93
10 H 2.63 1.48 1.49
11 H -0.55 0.49 1.21
12 H -2.14 0.82 0.35
13 H -1.94 -0.59 1.05

Structures ranked by computed energy, the most stable listed first: entry b, entry a.

Entry a
Below is a 2-piece molecular cluster, C4H7N2OS overall, with properties calculated with ωB97M-V/def2-TZVPD.

Its frontier orbital gap is 5.621 eV. The calculation puts the LUMO energy at -6.025 eV. The HOMO energy is -11.6457 eV. As for the net charge: +1.

Element x y z (Å)
1 C 1.00 1.20 -0.72
2 C 2.86 -0.16 -0.77
3 C 1.46 -0.14 -0.77
4 C -2.38 -0.89 1.12
5 N 1.91 2.13 -0.68
6 N -2.98 0.22 1.12
7 O 0.70 -1.20 -0.61
8 S 3.43 1.47 -0.73
9 H 0.01 1.51 -0.97
10 H 3.67 -0.89 -0.98
11 H -1.46 -0.95 0.69
12 H -2.78 -1.65 1.78
13 H 1.26 -1.89 -0.37
14 H -2.80 0.80 0.35
15 H -3.91 0.43 1.52

Entry b
Below is a 2-piece molecular cluster, C4H7N2OS overall, with properties calculated with ωB97M-V/def2-TZVPD.

Its frontier orbital gap (alpha / beta) is 6.377 / 6.396 eV. The calculation puts the LUMO energy (alpha / beta) at -6.810 / -6.788 eV. The HOMO energy (alpha / beta) is -13.1866 / -13.1842 eV. As for the net charge: +1.

Element x y z (Å)
1 C -0.54 -0.32 0.25
2 C 0.71 2.29 -1.82
3 C 0.20 1.21 -1.26
4 C -0.81 -1.01 1.57
5 N 0.14 0.89 0.17
6 N -1.05 -0.61 -0.90
7 O -0.46 0.14 -1.91
8 S 2.91 1.18 1.69
9 H 0.87 3.17 -1.31
10 H 0.31 2.50 -2.87
11 H -1.40 -0.30 2.15
12 H 0.15 -1.17 1.99
13 H -1.18 -1.88 1.25
14 H 0.82 1.20 0.91
15 H -1.49 -1.50 -1.09

Structures ranked by computed energy, the most stable listed first: entry a, entry b.